# C31H36AlN7O5

A structure of composition C31H36AlN7O5 at a distorted geometry (ωB97M-V with the def2-TZVPD basis set, the OMol25 dataset).

Computed properties:
net charge: +2
multiplicity: 1
lowest unoccupied orbital energy: -6.3 eV
highest occupied orbital energy: -12.31 eV
frontier orbital gap: 6.0247 eV

Atoms and positions in Å:
Al 1.320 -0.383 -0.447
C 1.890 -3.849 2.134
O 3.131 -3.284 1.685
C 2.855 -2.130 1.145
N 1.626 -1.735 1.144
C 0.827 -2.765 1.793
C 0.085 -2.250 3.012
C -0.679 -3.146 3.752
C -1.343 -2.720 4.888
C -1.257 -1.397 5.290
C -0.503 -0.499 4.554
C 0.170 -0.925 3.420
C 3.837 -1.196 0.615
C 5.215 -1.214 0.702
C 5.910 -0.078 0.276
C 5.220 1.050 -0.141
C 3.830 0.981 -0.207
N 3.176 -0.147 0.106
C 2.861 1.992 -0.536
N 1.608 1.656 -0.450
C 0.813 2.811 -0.817
C 1.893 3.857 -1.214
O 3.139 3.206 -0.951
C -0.059 3.296 0.321
C -0.935 4.352 0.100
C -1.719 4.832 1.135
C -1.636 4.261 2.396
C -0.763 3.210 2.620
C 0.025 2.731 1.587
H 1.969 -4.050 3.205
H 1.739 -4.788 1.600
H 0.100 -3.155 1.070
H -0.740 -4.179 3.446
H -1.922 -3.423 5.464
H -1.772 -1.071 6.178
H -0.416 0.529 4.869
H 0.793 -0.229 2.872
H 5.744 -2.067 1.097
H 6.990 -0.067 0.307
H 5.744 1.957 -0.400
H 0.180 2.547 -1.673
H 1.842 4.766 -0.609
H 1.867 4.128 -2.271
H -1.003 4.797 -0.881
H -2.394 5.653 0.949
H -2.238 4.640 3.208
H -0.686 2.772 3.604
H 0.725 1.923 1.762
N -0.653 -0.041 0.118
C -1.526 -0.715 -0.858
C -2.761 -1.399 -0.227
C -4.113 -0.924 -0.780
C -4.544 -1.582 -2.101
N -3.539 -1.513 -3.137
C -3.304 -0.558 -4.021
N -4.107 0.499 -4.194
N -2.198 -0.659 -4.756
C -0.631 -1.729 -1.619
O -1.069 -2.353 -2.569
O 0.547 -1.844 -1.150
H -0.713 -0.518 1.024
H -0.963 0.918 0.282
H -1.844 0.029 -1.593
H -2.749 -1.203 0.848
H -2.693 -2.481 -0.346
H -4.097 0.159 -0.892
H -4.880 -1.166 -0.044
H -5.479 -1.134 -2.442
H -4.731 -2.645 -1.931
H -2.733 -2.136 -2.979
H -5.013 0.552 -3.760
H -3.940 1.109 -4.976
H -1.527 -1.380 -4.543
H -1.995 -0.023 -5.507
C 2.801 0.264 -3.389
C 1.617 0.137 -2.490
O 0.476 0.359 -2.857
H 2.562 0.805 -4.305
H 3.094 -0.756 -3.641
H 3.642 0.730 -2.877

Force components x, y, z for each atom (eV/Å):
Al -0.579 0.617 -0.629
C -0.732 -0.483 0.275
O 1.017 0.131 -0.200
C -1.315 -0.074 0.482
N 0.643 0.100 -0.136
C -0.219 -0.383 0.142
C 0.089 0.040 -0.181
C 0.037 0.137 -0.033
C 0.007 -0.088 -0.036
C -0.015 0.117 0.002
C -0.047 -0.024 0.045
C 0.093 -0.051 -0.095
C 0.665 0.579 -0.259
C -0.065 0.097 -0.110
C -0.200 -0.088 0.041
C -0.232 -0.007 -0.048
C 0.687 -0.891 0.415
N 1.379 0.143 -0.021
C -1.687 0.486 -0.087
N 1.207 0.340 0.413
C -0.323 0.504 -0.159
C -0.731 0.545 -0.273
O 1.047 -0.332 0.137
C 0.040 -0.149 -0.001
C -0.029 -0.140 0.077
C 0.000 0.008 -0.070
C 0.003 -0.009 0.076
C -0.057 0.022 0.109
C 0.097 0.013 -0.054
H 0.025 0.103 -0.168
H 0.049 0.126 0.024
H 0.154 0.015 0.059
H -0.062 -0.193 -0.041
H -0.080 -0.077 0.070
H -0.065 0.056 0.131
H -0.016 0.111 0.081
H 0.037 0.031 -0.001
H -0.040 -0.103 0.062
H 0.038 0.015 0.042
H -0.022 0.106 -0.052
H 0.142 0.025 0.041
H 0.039 -0.168 -0.054
H 0.043 -0.084 0.095
H -0.035 0.098 -0.160
H -0.083 0.104 0.031
H -0.067 0.041 0.029
H -0.005 -0.016 0.058
H 0.012 0.021 0.096
N 0.265 0.167 0.375
C -0.005 -0.528 -0.458
C -0.090 0.137 -0.115
C 0.043 -0.217 -0.047
C -0.169 0.328 0.397
N 0.252 -0.184 -0.102
C 0.063 -0.177 0.055
N -0.129 0.050 -0.030
N -0.023 0.074 -0.170
C -0.605 0.429 0.103
O -0.145 -0.516 -0.309
O 0.056 -1.047 -0.056
H -0.153 0.201 -0.115
H 0.106 -0.159 0.061
H 0.106 -0.027 0.083
H -0.005 -0.009 -0.011
H 0.063 -0.097 0.036
H -0.042 0.153 0.020
H -0.099 0.091 -0.012
H -0.037 -0.119 -0.023
H -0.090 0.094 -0.053
H -0.028 0.192 -0.126
H 0.046 -0.097 -0.024
H -0.091 0.027 0.047
H 0.093 -0.004 0.058
H 0.008 0.024 0.104
C -0.171 0.165 -0.285
C 0.398 -0.763 1.480
O -0.748 0.442 -0.914
H 0.058 0.056 -0.064
H 0.111 -0.069 -0.030
H 0.119 0.009 -0.038


# H3O5

A structure of composition H3O5 at a distorted geometry (ωB97M-V with the def2-TZVPD basis set, the OMol25 dataset).

Computed properties:
net charge: +1
multiplicity: 1
lowest unoccupied orbital energy (alpha / beta): -7.9 / -7.9 eV
highest occupied orbital energy (alpha / beta): -16.99 / -16.99 eV
frontier orbital gap (alpha / beta): 9.0812 / 9.0797 eV

Atoms and positions in Å:
O 1.790 -0.023 -0.094
O -1.611 0.719 -0.204
O -0.376 -1.166 0.030
O 1.043 0.865 0.249
O -0.515 0.110 0.422
H 1.741 -0.195 -1.142
H -1.344 1.602 0.140
H -0.728 -1.912 0.600

Force components x, y, z for each atom (eV/Å):
O 1.966 -2.794 -2.721
O 0.875 0.654 -0.420
O 0.559 -0.927 -2.319
O -0.934 2.326 -0.359
O -1.532 -2.142 3.468
H 0.225 0.721 2.121
H -1.090 0.339 -0.452
H -0.069 1.823 0.683


# C3H7NO2S

The molecule C3H7NO2S at a distorted geometry (ωB97M-V with the def2-TZVPD basis set, the OMol25 dataset).

Computed properties:
multiplicity: 1
lowest unoccupied orbital energy: 0.7 eV
SMILES string: N[C@H](CS)C(=O)O
highest occupied orbital energy: -9.42 eV
frontier orbital gap: 10.1152 eV

Atoms and positions in Å:
N -1.529 0.183 0.800
C -0.249 -0.353 0.295
C 0.701 0.770 -0.189
S 1.466 1.613 1.254
C -0.609 -1.186 -0.895
O -1.338 -0.813 -1.779
O -0.025 -2.386 -0.930
H -2.098 0.571 0.055
H -1.347 0.932 1.462
H 0.154 -0.832 1.183
H 0.137 1.454 -0.818
H 1.516 0.370 -0.794
H 0.863 2.774 1.138
H -0.159 -2.828 -1.752

Force components x, y, z for each atom (eV/Å):
N 0.043 0.151 0.023
C -1.155 1.635 0.642
C 0.279 -0.337 0.304
S 0.125 -0.623 -0.312
C -0.260 -0.783 -0.775
O 0.097 0.299 0.200
O 0.974 0.277 1.715
H 0.171 -0.085 -0.123
H 0.046 -0.152 0.027
H 0.492 -0.723 -0.558
H 0.039 0.145 0.096
H 0.044 -0.045 0.062
H -0.357 0.591 -0.092
H -0.538 -0.351 -1.208


# C4H10O2Si2

A cluster of 2 separate species, C4H10O2Si2 in total at a distorted geometry (ωB97M-V with the def2-TZVPD basis set, the OMol25 dataset).

Computed properties:
multiplicity: 1
lowest unoccupied orbital energy: -0.4 eV
highest occupied orbital energy: -9.27 eV
frontier orbital gap: 8.9121 eV

Atoms and positions in Å:
C 2.884 -0.664 0.230
C 1.685 -0.365 -0.304
C 0.493 -1.122 0.061
C 1.307 1.054 -0.659
O 0.588 -2.141 0.728
O -2.110 -1.886 0.052
Si -2.468 1.218 0.677
Si -1.321 -0.537 -0.348
H 3.526 0.195 0.141
H 3.187 -1.580 0.660
H 0.316 1.059 -1.049
H 1.392 1.711 0.237
H 1.974 1.518 -1.408
H -1.763 -2.583 0.690
H -2.003 1.561 2.002
H -2.477 2.645 0.006
H -3.928 0.761 0.613
H -1.281 -0.845 -2.329

Force components x, y, z for each atom (eV/Å):
C -1.151 1.569 -1.641
C 0.505 0.894 1.467
C -0.151 -1.144 0.738
C 1.874 0.638 0.041
O -0.508 0.107 -0.384
O -0.644 -1.940 1.768
Si -1.274 1.610 -1.422
Si 0.897 -1.516 -3.254
H 0.980 -0.261 0.242
H 0.073 -0.733 0.383
H -0.789 0.434 -0.431
H -0.380 -0.443 -0.506
H -0.334 -0.322 0.160
H -0.294 1.614 -1.376
H 0.192 -0.312 0.704
H 0.202 -1.419 0.266
H 0.881 0.161 0.260
H -0.082 1.063 2.985


# C2H7NO4

The molecule C2H7NO4 at a distorted geometry (ωB97M-V with the def2-TZVPD basis set, the OMol25 dataset).

Computed properties:
multiplicity: 1
lowest unoccupied orbital energy: 0.7 eV
SMILES string: CO[C@](N)(O)OO
highest occupied orbital energy: -10.08 eV
frontier orbital gap: 10.7578 eV

Atoms and positions in Å:
C 0.888 -1.574 0.032
O -0.093 -0.677 -0.725
C -0.187 0.513 -0.056
N 0.652 1.479 -0.644
O -0.012 0.520 1.325
O -1.640 1.059 -0.310
O -2.648 0.020 -0.179
H 0.377 -1.984 0.903
H 1.816 -1.065 0.302
H 1.113 -2.378 -0.670
H 1.610 1.150 -0.654
H 0.244 1.667 -1.558
H 0.493 1.342 1.441
H -2.611 -0.073 0.794

Force components x, y, z for each atom (eV/Å):
C -1.424 0.174 -1.404
O 1.509 -1.914 2.579
C -2.712 0.871 -0.451
N -0.653 1.295 0.007
O 0.471 -0.485 -0.735
O 1.692 -0.811 -0.265
O 1.414 0.598 0.774
H 0.192 0.203 -0.053
H -0.265 0.170 -0.034
H -0.077 0.163 0.047
H -0.137 -0.005 -0.442
H 0.730 0.055 0.025
H -0.358 -0.173 0.376
H -0.383 -0.141 -0.424


# C36H32BrN4O4SSn

A structure of composition C36H32BrN4O4SSn (ωB97M-V with the def2-TZVPD basis set, the OMol25 dataset).

Computed properties:
net charge: -1
multiplicity: 1
lowest unoccupied orbital energy: 2.5 eV
highest occupied orbital energy: -4.76 eV
frontier orbital gap: 7.2341 eV

Atoms and positions in Å:
Sn 0.298 0.337 1.076
C -0.022 4.719 2.409
C -0.551 3.483 3.084
C 0.256 2.757 3.956
C -0.198 1.590 4.553
C 0.722 0.729 5.369
C -1.493 1.155 4.279
C -2.314 1.846 3.398
C -3.676 1.314 3.045
C -1.831 3.017 2.815
H -0.049 5.585 3.076
H -0.613 4.965 1.525
H 1.012 4.577 2.091
H 1.282 3.073 4.116
H 0.170 0.148 6.108
H 1.481 1.320 5.883
H 1.232 0.020 4.711
H -1.833 0.214 4.694
H -4.473 1.920 3.486
H -3.795 0.290 3.401
H -3.823 1.311 1.963
H -2.455 3.554 2.106
N 3.443 0.019 -6.027
C 3.583 0.170 -4.638
C 2.965 1.233 -3.984
C 3.097 1.383 -2.616
C 3.866 0.488 -1.889
C 4.511 -0.559 -2.534
C 4.370 -0.716 -3.902
S 3.956 0.639 -0.129
O 5.199 0.048 0.292
O 3.704 2.020 0.192
N 2.662 -0.159 0.406
C 2.488 -1.477 0.313
N 1.213 -1.799 0.671
C 0.847 -3.066 0.683
C 1.727 -4.065 0.303
C 2.992 -3.646 -0.092
N 3.394 -2.385 -0.096
H 2.556 0.375 -6.358
H 3.560 -0.937 -6.329
H 2.352 1.928 -4.545
H 2.591 2.193 -2.104
H 5.113 -1.246 -1.955
H 4.869 -1.537 -4.406
H -0.170 -3.277 0.993
H 1.445 -5.107 0.301
H 3.725 -4.375 -0.427
C 0.039 -0.726 -4.863
C 0.415 -1.463 -3.720
C 0.353 -0.890 -2.480
C -0.068 0.451 -2.299
C -0.130 1.040 -1.000
C -0.539 2.352 -0.936
C -0.894 3.109 -2.080
C -0.842 2.539 -3.317
C -0.429 1.189 -3.455
C -0.371 0.571 -4.729
H 0.071 -1.191 -5.842
H 0.748 -2.489 -3.819
H 0.622 -1.466 -1.605
H -0.596 2.858 0.026
H -1.205 4.141 -1.961
H -1.108 3.101 -4.206
H -0.667 1.151 -5.597
Br -2.207 -4.473 3.439
C -3.463 -3.541 2.357
C -4.706 -4.144 2.212
C -5.665 -3.559 1.406
C -5.377 -2.383 0.727
C -4.132 -1.802 0.867
C -3.151 -2.354 1.696
C -1.837 -1.599 1.824
O -1.549 -0.889 0.789
O -1.165 -1.683 2.849
H -4.910 -5.071 2.728
H -6.635 -4.031 1.301
H -6.119 -1.925 0.086
H -3.866 -0.897 0.336

Force components x, y, z for each atom (eV/Å):
Sn 0.047 0.059 0.195
C 0.006 0.047 -0.035
C -0.048 -0.011 -0.005
C -0.011 -0.020 0.027
C -0.085 0.024 -0.058
C 0.021 -0.011 0.041
C 0.052 -0.003 -0.067
C 0.054 0.023 0.034
C -0.025 -0.021 -0.004
C 0.030 -0.012 -0.006
H 0.002 -0.019 0.017
H -0.007 0.007 0.012
H 0.000 -0.013 0.005
H -0.008 0.021 0.029
H 0.002 0.004 0.006
H 0.001 0.006 -0.013
H 0.002 0.001 0.003
H -0.004 -0.002 0.008
H 0.010 0.010 0.005
H -0.011 0.008 -0.004
H 0.008 0.007 0.005
H -0.001 -0.004 -0.002
N -0.080 -0.034 0.017
C 0.040 -0.044 0.016
C 0.006 0.012 0.020
C -0.092 0.106 -0.029
C 0.034 -0.109 0.046
C 0.050 -0.011 -0.002
C -0.025 0.024 -0.023
S 0.001 0.036 -0.024
O -0.021 -0.034 0.036
O 0.011 0.059 0.001
N 0.310 0.107 -0.250
C 0.009 0.041 0.019
N -0.031 -0.080 0.020
C -0.012 -0.147 -0.006
C -0.037 -0.004 0.034
C -0.014 0.015 -0.016
N -0.036 0.036 0.003
H 0.024 0.007 -0.003
H 0.025 0.023 -0.003
H 0.004 -0.007 -0.011
H 0.016 -0.015 0.018
H -0.022 0.012 0.025
H -0.007 0.001 -0.010
H 0.040 -0.001 -0.020
H -0.017 0.013 0.011
H 0.005 0.013 -0.005
C 0.009 0.061 -0.008
C 0.015 -0.015 0.058
C 0.047 -0.102 -0.036
C -0.054 -0.142 0.033
C 0.042 0.249 0.015
C -0.010 0.068 -0.049
C 0.023 -0.078 -0.001
C 0.020 -0.011 0.039
C -0.049 0.067 -0.059
C 0.014 -0.049 0.004
H 0.004 -0.001 0.000
H -0.007 0.003 -0.032
H -0.032 0.055 -0.058
H 0.027 -0.047 0.027
H -0.001 0.005 -0.021
H -0.006 0.005 0.001
H 0.002 -0.009 -0.015
Br -0.008 0.015 -0.015
C 0.117 0.093 -0.035
C 0.028 -0.009 0.015
C -0.072 0.022 -0.044
C -0.062 0.004 -0.024
C 0.155 -0.018 0.106
C -0.136 -0.031 0.011
C 0.048 0.202 -0.190
O -0.182 -0.337 0.305
O -0.122 -0.112 -0.073
H 0.010 -0.002 0.006
H 0.003 0.004 0.003
H -0.004 -0.010 0.003
H -0.036 -0.001 -0.026


In the order shown, the computed relative energy (zero: lowest compared OMol25 entry of this formula, charge and spin) values come out to 1.329; 1.198; 0.568; 2.769; 4.411; 0.000 eV.